[1]
# CH6N2S

2 unconnected molecules or ions with the total composition CH6N2S (ωB97M-V/def2-TZVPD, the OMol25 dataset).

Structure (XYZ):
```
10
Properties=species:S:1:pos:R:3:forces:R:3
H 2.88470 -1.40509 0.05667 -3.410 -0.608 -0.226
N 1.86104 -1.86991 0.04496 -1.299 2.120 -1.634
C 0.82669 -1.15181 -0.44063 3.447 -0.411 2.412
N 0.84251 0.22973 -0.68555 -1.134 -0.163 -1.044
H -0.26542 -1.55062 -0.48911 2.277 0.243 -0.042
H 0.10527 0.47052 -1.36213 0.729 0.382 0.706
H 1.60004 0.92948 -0.56669 -0.612 -1.542 -0.180
S -2.29321 0.90927 0.82010 0.666 3.840 1.065
H -3.51000 0.94526 1.37205 -0.112 -0.013 0.001
H -2.05162 2.49316 1.25032 -0.551 -3.849 -1.061
```
Forces are in eV/Å.

ΔE to the lowest compared entry with this formula, charge and spin = 1.909 eV
Gap between HOMO and LUMO = 9.2723 eV
Total charge = 0
SMILES = [H]/N=C\N.S

[2]
# C3H3ClS

2 unconnected molecules or ions with the total composition C3H3ClS (ωB97M-V/def2-TZVPD, the OMol25 dataset).

Structure (XYZ):
```
8
Properties=species:S:1:pos:R:3:forces:R:3
C -1.69135 -0.56848 -0.77857 2.150 1.689 0.952
C -0.64224 0.02343 -0.33681 3.833 -0.526 1.362
C 1.35194 0.21529 0.45476 -4.247 2.249 2.308
S -1.80344 1.29715 -0.35786 -1.293 0.944 -0.200
Cl 2.03415 -1.26912 0.74450 0.905 -1.625 -0.237
H -2.28697 -1.35824 -1.06118 -1.104 -1.265 -0.529
H 1.21130 0.74898 1.55314 -0.274 -1.171 -3.153
H 1.82660 0.91100 -0.21799 0.028 -0.296 -0.504
```
Forces are in eV/Å.

ΔE to the lowest compared entry with this formula, charge and spin = 4.362 eV
Gap between HOMO and LUMO = 7.5222 eV
Total charge = 0

[3]
# C15H30Br2NO4S

2 unconnected molecules or ions with the total composition C15H30Br2NO4S (ωB97M-V/def2-TZVPD, the OMol25 dataset).

Structure (XYZ):
```
53
Properties=species:S:1:pos:R:3:forces:R:3
C -4.24295 0.80334 -5.35151 0.440 -0.610 -0.081
C -4.54857 -0.77095 -5.40568 1.051 -0.493 1.156
Br -5.77952 -1.30747 -6.87935 1.218 0.574 1.535
C -3.98221 -1.70032 -4.51654 -1.050 1.902 -1.921
Br -4.47426 -3.61467 -4.78448 0.825 1.704 0.781
C -3.03176 -1.22221 -3.36271 0.193 -0.856 0.872
C -3.72327 -1.19088 -1.90238 1.171 0.473 -0.555
C -2.80369 -0.18238 -1.03336 -2.865 0.145 -0.078
O -1.51010 -0.74283 -0.68908 0.476 -0.830 -1.842
S -0.61887 -1.16304 -2.03524 5.757 1.585 -2.613
O 0.65775 -1.89758 -1.69837 -4.251 0.837 0.636
O -0.17436 0.08171 -2.77565 -2.683 -2.403 1.974
C -1.72159 -2.16118 -3.17404 -1.528 0.441 0.509
H -4.83807 1.30738 -4.51621 0.644 -0.691 -1.308
H -3.13051 0.98097 -5.14168 -1.553 -0.374 -0.231
H -4.43612 1.28473 -6.36474 -0.051 -0.718 1.476
H -2.60852 -0.17059 -3.50851 -0.938 -1.447 -0.507
H -4.80066 -0.82562 -1.95265 1.503 -0.362 0.139
H -3.67646 -2.23698 -1.46270 -0.297 1.324 -0.358
H -2.73428 0.82529 -1.57325 0.317 -1.445 0.720
H -3.37158 -0.01232 -0.06395 1.157 -0.199 -0.960
H -2.01388 -3.09515 -2.60600 0.543 0.938 -0.794
H -1.20889 -2.38849 -4.16032 -0.151 0.484 1.517
C 0.33448 0.66052 3.91925 -0.266 0.245 -0.100
C 1.13765 -0.08242 2.86544 -0.057 0.088 0.046
N 1.63789 0.78304 1.71038 -0.244 0.310 -0.465
C 0.41890 1.28900 0.94006 0.516 -0.060 0.369
C 2.39696 -0.08576 0.69566 -0.029 -0.117 0.187
C 3.71136 -0.68015 1.15728 0.354 -0.062 0.043
C 2.41626 2.04177 2.14065 -0.242 -0.485 0.296
C 3.61711 1.85729 3.06683 -0.045 0.163 0.264
O 3.23999 1.30747 4.31689 0.220 -0.042 -0.405
C 4.14406 0.34408 4.84384 -0.082 -0.060 0.206
H -0.59051 1.07460 3.50936 0.048 -0.115 0.040
H 0.04129 -0.04489 4.70049 0.101 0.001 -0.118
H 0.88508 1.46692 4.39836 0.091 -0.147 -0.025
H 0.51073 -0.85706 2.41566 0.121 0.124 -0.190
H 1.99062 -0.58202 3.31043 0.109 0.151 -0.031
H -0.16804 0.42812 0.62640 0.094 0.123 0.034
H 0.77128 1.84595 0.07124 -0.044 -0.110 0.063
H -0.16539 1.94425 1.58336 0.076 -0.082 -0.039
H 2.56609 0.52965 -0.19186 -0.198 0.000 0.143
H 1.71343 -0.89268 0.41993 -0.091 0.230 0.010
H 4.52899 0.03326 1.06918 -0.015 -0.046 0.092
H 3.97912 -1.51419 0.50222 -0.229 0.097 0.013
H 3.68506 -1.07745 2.17429 -0.008 0.058 -0.099
H 1.68181 2.68377 2.63600 0.107 -0.125 -0.106
H 2.72944 2.53203 1.21685 0.002 -0.077 0.044
H 4.03326 2.85018 3.26915 -0.130 0.154 -0.310
H 4.41622 1.29342 2.59409 -0.070 -0.152 0.037
H 5.13504 0.39176 4.38378 -0.104 0.082 0.014
H 3.72725 -0.65428 4.69763 0.097 -0.164 -0.011
H 4.24697 0.51308 5.91559 -0.010 0.043 -0.069
```
Forces are in eV/Å.

Gap between HOMO and LUMO = 9.1665 eV
Total charge = +1